This record from the OMol25 dataset describes C72H65AsN7O2PbS2Sb as an isolated structure. The level of theory is ωB97M-V/def2-TZVPD.

```
151
Properties=species:S:1:pos:R:3:forces:R:3
Pb 0.977843 -0.468802 -0.092563 -0.3 -0.3 0.5
O 4.105762 -1.703157 2.636955 -0.1 0.0 0.1
S 3.718430 -1.102245 1.391166 0.0 0.0 -0.1
O 3.160130 -1.954662 0.343104 0.1 0.1 0.1
N 2.685268 0.094399 1.491631 -0.1 0.2 0.2
C 2.468349 0.905450 2.607631 0.0 -0.1 -0.2
C 3.286270 1.005077 3.709885 0.0 0.0 0.0
C 2.982093 1.888076 4.767343 0.1 -0.1 0.0
C 1.868961 2.672965 4.739007 0.0 0.0 0.0
C 0.989818 2.583626 3.634207 -0.1 0.0 0.1
C -0.219129 3.316407 3.566680 0.0 0.0 0.1
C -1.062657 3.153092 2.509815 0.0 0.0 0.0
C -0.692601 2.246485 1.500108 0.0 0.0 -0.1
N 0.422805 1.560989 1.517098 0.2 0.0 0.0
C 1.281211 1.708104 2.571014 -0.1 0.0 -0.1
C 5.216745 -0.430633 0.715945 0.1 0.0 0.0
C 5.541634 0.905431 0.898299 0.0 0.0 -0.1
C 6.744732 1.384051 0.395585 0.0 0.0 0.0
C 7.611438 0.527717 -0.270784 0.0 0.0 0.0
C 7.277908 -0.810614 -0.442627 0.0 0.0 0.0
C 6.075151 -1.295595 0.047288 0.0 0.1 0.0
H 4.162476 0.375287 3.773319 0.0 0.0 0.0
H 3.652773 1.933631 5.616335 0.0 0.0 0.0
H 1.636092 3.351662 5.550475 0.0 0.0 0.0
H -0.463093 3.997983 4.374043 0.0 0.0 0.0
H -2.000313 3.687071 2.431377 0.0 0.0 0.0
H -1.354889 2.084941 0.654886 0.0 0.0 0.0
H 4.854795 1.564927 1.415618 0.0 0.0 0.0
H 7.004059 2.427526 0.524803 0.0 0.0 0.0
H 8.552488 0.902716 -0.653582 0.0 0.0 0.0
H 7.954434 -1.475568 -0.965127 0.0 0.0 0.0
H 5.787536 -2.330797 -0.089420 0.0 0.0 0.0
S 3.281133 -3.929058 -7.606430 0.1 -0.1 -0.2
N 4.060190 -2.885955 -6.653868 0.0 0.0 0.0
C 3.271016 -2.666236 -5.617309 -0.1 0.1 0.2
C 3.557519 -1.773394 -4.504768 0.2 -0.1 -0.3
C 4.757358 -1.064947 -4.407322 0.0 0.0 -0.1
C 4.940917 -0.219321 -3.341572 0.0 0.0 0.0
C 3.904474 -0.102005 -2.413856 0.0 0.1 0.1
N 2.770180 -0.771923 -2.486202 0.1 0.0 -0.1
C 2.594703 -1.617008 -3.508353 -0.2 0.0 0.0
C 1.328915 -2.382881 -3.554215 0.0 0.1 0.1
N 0.461647 -2.203002 -2.550688 0.0 0.0 0.1
C -0.681607 -2.865423 -2.574047 0.0 -0.1 0.0
C -1.032805 -3.760542 -3.585833 0.0 0.0 0.0
C -0.145429 -3.954956 -4.619358 -0.1 0.0 0.0
C 1.057391 -3.250107 -4.615496 0.1 -0.1 -0.2
C 2.046225 -3.384104 -5.675334 -0.1 0.1 0.2
N 1.925936 -4.135170 -6.755790 0.0 0.0 0.0
H 5.509197 -1.196603 -5.175316 0.0 0.0 0.0
H 5.853319 0.346070 -3.208107 0.0 0.0 0.0
H 4.002659 0.578635 -1.573009 0.0 -0.1 0.0
H -1.360682 -2.684027 -1.745070 0.1 0.0 -0.1
H -1.977027 -4.285340 -3.541294 0.0 0.0 0.0
H -0.354317 -4.633004 -5.437044 0.0 0.0 0.0
C 2.510950 3.062219 -2.388309 0.0 0.0 0.0
C 1.823486 3.958977 -3.387358 0.0 0.0 0.0
C 2.567155 4.904263 -4.091339 0.0 0.0 0.0
C 1.964540 5.751876 -5.009076 0.0 0.0 0.0
C 0.599502 5.664185 -5.235483 0.0 0.0 0.0
C -0.151636 4.726158 -4.540965 0.0 -0.1 0.0
C 0.444766 3.868410 -3.620829 0.1 -0.1 0.0
Sb -0.763008 2.467781 -2.505868 -0.1 0.1 -0.1
C -1.780138 4.021082 -1.413753 0.1 0.1 0.1
C -1.050209 5.189174 -1.163732 -0.1 0.0 -0.1
C -1.549504 6.189299 -0.345043 0.0 0.0 0.0
C -2.799338 6.032322 0.240557 0.0 0.0 0.0
C -3.521725 4.874155 0.011797 0.0 0.0 0.0
C -3.022938 3.850116 -0.798329 0.0 0.0 0.1
C -3.833771 2.588148 -0.920945 0.0 0.1 0.0
C -2.173677 2.149836 -4.096406 0.0 0.0 0.0
C -3.261556 2.999823 -4.281876 0.0 0.0 0.1
C -4.165688 2.790777 -5.315119 0.0 0.0 0.0
C -3.985266 1.715460 -6.171201 0.0 0.0 0.0
C -2.902828 0.864813 -5.994314 0.0 0.0 0.0
C -1.985006 1.066761 -4.966429 0.0 0.0 0.0
C -0.801788 0.139843 -4.824549 0.0 0.1 0.0
H 3.588995 3.226848 -2.389407 0.0 0.0 0.0
H 2.326424 2.012966 -2.623416 0.0 0.0 0.0
H 2.145761 3.232821 -1.370031 0.0 0.0 0.0
H 3.633937 4.979168 -3.911287 0.0 0.0 0.0
H 2.561307 6.480209 -5.543989 0.0 0.0 0.0
H 0.119614 6.320315 -5.950889 0.0 0.0 0.0
H -1.215949 4.661859 -4.729686 0.0 0.0 0.0
H -0.081848 5.329512 -1.631191 0.0 0.0 0.0
H -0.971025 7.087745 -0.170558 0.0 0.0 0.0
H -3.206320 6.807749 0.878090 0.0 0.0 0.0
H -4.492011 4.743511 0.480741 0.0 0.0 0.0
H -4.842690 2.804556 -1.279149 0.0 0.0 0.0
H -3.928909 2.112224 0.054881 0.0 -0.1 0.1
H -3.392912 1.865081 -1.606045 0.0 0.0 0.0
H -3.412579 3.833930 -3.604051 0.0 0.0 0.0
H -5.003944 3.463327 -5.448355 0.0 0.0 0.0
H -4.686199 1.536260 -6.977165 0.0 0.0 0.0
H -2.764206 0.026980 -6.668907 0.0 0.0 0.0
H -0.844906 -0.668400 -5.555635 0.0 0.0 0.0
H -0.761581 -0.306013 -3.828079 0.0 0.0 0.0
H 0.140012 0.677618 -4.977538 0.0 0.0 0.0
C -6.851420 0.612230 1.919320 0.1 0.0 0.0
C -5.404519 0.229891 2.091224 0.0 0.0 0.0
C -4.648109 -0.242615 1.033739 0.0 0.0 0.0
C -3.306421 -0.610621 1.168702 0.0 -0.1 0.0
C -2.609451 -1.016847 -0.112513 0.0 0.0 0.1
C -2.695905 -0.565395 2.434215 0.0 0.0 -0.1
As -0.820631 -1.045340 2.976600 -0.1 0.0 -0.1
N -0.083274 -1.883481 1.484235 0.2 0.2 -0.1
C 0.630790 -3.078182 1.704288 -0.1 -0.1 -0.1
C 0.571092 -4.077450 0.723379 0.0 -0.1 0.0
C 1.270452 -5.267853 0.850676 0.0 0.0 0.0
C 2.043418 -5.513433 1.978137 0.0 0.0 0.0
C 2.112211 -4.537901 2.963344 0.0 0.0 0.0
C 1.423310 -3.343265 2.827850 0.0 0.1 0.0
C -1.299916 -2.580643 4.128944 0.0 -0.1 -0.1
C -2.086405 -3.663023 3.718279 0.0 0.0 0.0
C -2.665229 -3.800012 2.332456 0.0 0.0 0.1
C -2.362491 -4.687415 4.624462 0.0 0.0 0.0
C -1.870747 -4.678669 5.917113 0.0 0.0 0.0
C -2.165178 -5.800528 6.878368 0.0 0.0 0.0
C -1.074833 -3.606046 6.304209 0.0 0.0 0.0
C -0.778769 -2.564826 5.436539 0.1 0.0 0.0
C 0.100227 -1.446451 5.951903 0.0 -0.1 0.0
C -3.451827 -0.041932 3.507223 0.1 0.0 0.1
C -2.872385 0.134786 4.891352 -0.1 0.0 -0.1
C -4.772179 0.343012 3.320987 -0.1 0.0 0.0
H -7.130005 0.627225 0.865397 0.0 0.0 0.0
H -7.051381 1.599619 2.340067 0.0 0.0 0.0
H -7.507012 -0.097544 2.428687 0.0 0.0 0.0
H -5.108129 -0.331858 0.053265 0.0 0.0 0.0
H -3.324673 -1.454007 -0.812936 0.0 0.0 0.0
H -1.803568 -1.720359 0.077479 0.0 0.0 0.1
H -2.181110 -0.136056 -0.613068 0.0 0.0 0.0
H -0.043710 -3.902709 -0.151779 0.0 0.0 0.0
H 1.197148 -6.016364 0.069376 0.0 0.0 0.0
H 2.588654 -6.442835 2.081938 0.0 0.0 0.0
H 2.731288 -4.693560 3.839231 0.0 0.0 0.0
H 1.539933 -2.576994 3.584680 0.0 0.0 0.0
H -2.076833 -3.257842 1.601517 0.0 0.1 -0.1
H -3.690460 -3.421109 2.304282 0.0 0.0 0.0
H -2.684404 -4.851951 2.041975 0.0 0.0 0.0
H -2.967436 -5.525957 4.291660 0.0 0.0 0.0
H -2.833982 -6.536354 6.432554 0.0 0.0 0.0
H -2.633818 -5.421970 7.788962 0.0 0.0 0.0
H -1.246514 -6.312410 7.172425 0.0 0.0 0.0
H -0.663373 -3.587603 7.309518 0.0 0.0 0.0
H 0.533939 -1.724613 6.912587 0.0 0.0 0.0
H -0.468600 -0.525395 6.094594 0.0 0.0 0.0
H 0.916522 -1.207539 5.268638 0.0 0.0 0.0
H -1.917299 0.664577 4.854283 0.0 0.0 0.0
H -2.696154 -0.827981 5.374018 0.0 0.0 0.0
H -3.556547 0.706940 5.517587 0.0 0.0 0.0
H -5.324953 0.737611 4.169044 0.0 0.0 0.0
```
Positions in Å, forces in eV/Å.

Computed properties:
Spin multiplicity ... 1
Frontier orbital gap ... 5.8 eV
Charge ... 0
Largest force on an atom ... 0.63 eV/A
ΔE to the lowest compared entry with this formula, charge and spin ... 0.0000 eV